# 1
The following is a quantum chemistry calculation of C20H22F6HgIN3O7S3 as an isolated structure, from OMol25.

Last column: natural (NBO) charge in e.
Positions of all 63 atoms, in Å:
Hg  0.189  0.447  -0.173  1.432
C  -0.432  -4.136  -1.653  -0.653
C  0.849  -3.977  -0.895  0.191
N  1.572  -5.030  -0.640  -0.418
C  2.733  -4.876  0.052  -0.038
C  3.185  -3.677  0.513  -0.053
C  4.533  -3.631  1.171  -0.087
O  4.419  -3.184  2.530  -0.725
C  2.417  -2.503  0.257  -0.182
C  2.897  -1.248  0.777  0.156
N  2.395  -0.085  0.549  -0.605
C  3.054  1.061  1.055  0.105
C  4.432  1.168  1.268  -0.247
C  4.988  2.366  1.700  -0.225
C  4.196  3.485  1.928  -0.219
C  2.819  3.412  1.707  -0.305
C  2.341  2.215  1.270  0.159
I  0.012  2.310  -2.094  -0.660
C  1.224  -2.633  -0.488  0.392
O  0.455  -1.683  -0.857  -0.801
H  -0.498  -5.151  -2.041  0.213
H  -0.489  -3.409  -2.463  0.225
H  -1.280  -3.933  -0.994  0.248
H  3.303  -5.782  0.226  0.175
H  5.200  -2.963  0.613  0.159
H  4.966  -4.634  1.142  0.173
H  5.262  -3.337  2.969  0.465
H  3.752  -1.316  1.448  0.189
H  5.071  0.316  1.069  0.209
H  6.058  2.427  1.850  0.208
H  4.641  4.414  2.262  0.208
H  2.175  4.267  1.860  0.230
F  -3.420  1.167  3.846  -0.293
C  -2.130  1.371  3.994  0.732
F  -1.878  2.680  3.911  -0.315
F  -1.771  0.953  5.211  -0.315
S  -1.091  0.497  2.737  2.247
O  -1.127  1.387  1.569  -0.991
O  0.189  0.395  3.373  -0.922
N  -1.745  -0.900  2.583  -1.241
S  -2.381  -1.626  1.335  2.257
O  -1.985  -3.001  1.343  -0.918
O  -2.239  -0.890  0.106  -0.967
C  -4.218  -1.741  1.734  0.743
F  -4.540  -1.046  2.811  -0.302
F  -4.937  -1.332  0.699  -0.311
F  -4.520  -3.020  1.960  -0.315
C  -3.352  4.293  0.266  -0.622
C  -3.827  3.345  -0.826  -0.610
S  -3.355  1.673  -0.376  1.291
O  -4.040  1.414  0.938  -1.024
C  -4.263  0.792  -1.659  -0.614
C  -3.342  0.479  -2.837  -0.622
H  -3.529  5.330  -0.022  0.202
H  -2.284  4.165  0.451  0.226
H  -3.880  4.088  1.196  0.229
H  -3.332  3.557  -1.778  0.225
H  -4.911  3.375  -0.958  0.206
H  -5.130  1.383  -1.958  0.203
H  -4.602  -0.121  -1.173  0.251
H  -2.933  1.385  -3.286  0.212
H  -3.885  -0.068  -3.609  0.205
H  -2.501  -0.130  -2.508  0.236

Force components x, y, z for each atom (eV/Å):
0.39 -0.20 -0.68
0.00 0.03 0.05
-0.01 -0.08 -0.04
0.10 0.02 0.04
-0.12 -0.04 -0.03
0.03 0.01 -0.05
-0.06 0.02 0.15
0.06 -0.07 -0.04
0.18 0.19 0.21
-0.16 -0.35 -0.09
-0.15 0.44 0.14
-0.04 -0.13 -0.11
0.08 0.00 0.02
-0.07 -0.02 0.03
0.03 -0.02 0.00
0.06 0.02 -0.03
-0.21 0.02 0.05
0.10 0.13 0.02
-0.11 0.13 -0.04
-0.11 0.07 0.11
-0.01 0.00 0.01
0.01 -0.02 -0.03
0.02 0.01 0.00
0.01 -0.01 -0.02
0.02 0.03 0.01
0.00 -0.02 -0.02
-0.04 0.03 -0.02
0.08 0.01 -0.07
0.03 0.02 -0.02
0.01 0.00 0.00
0.01 0.00 0.00
-0.01 -0.01 0.01
-0.24 0.01 -0.09
0.19 0.03 0.01
-0.01 0.04 0.04
-0.03 -0.01 0.06
0.47 0.35 -0.13
-0.07 -0.54 0.39
-0.08 -0.01 0.02
-0.29 -0.08 0.06
0.45 -0.33 0.21
-0.02 0.13 -0.04
-0.21 0.08 -0.10
0.38 0.02 0.04
-0.11 0.11 0.02
-0.22 0.03 -0.14
-0.09 -0.09 0.06
0.00 0.01 -0.02
0.11 0.21 -0.13
-0.05 -0.15 0.77
-0.05 0.07 -0.37
0.01 -0.07 -0.32
-0.09 0.04 0.02
-0.01 0.00 0.00
0.00 0.00 -0.04
0.00 -0.02 0.02
-0.05 -0.02 0.00
-0.02 0.03 0.03
-0.06 -0.05 0.03
0.04 0.08 -0.01
-0.02 -0.01 0.01
-0.02 -0.01 0.00
0.01 -0.02 0.00

Output
total charge	-1
E_HOMO (spin up / spin down)	-0.192 / -0.192	Eh
calculated total energy	-3711.14780	Eh
spin multiplicity	2
energy relative to the best compared isomer or geometry (same formula, charge and spin)	0.000	eV
frontier orbital gap (spin up / spin down)	7.4 / 6.7	eV

# 2
The following is a quantum chemistry calculation of C13H9N5O2SV as an isolated structure at a distorted geometry, from OMol25.

Last column: natural (NBO) charge in e.
Positions of all 31 atoms, in Å:
V  -0.852  -0.231  0.464  1.241
O  2.734  1.076  0.425  -0.509
C  1.535  1.016  0.431  0.762
O  0.804  -0.054  0.382  -0.670
C  0.609  2.208  0.477  0.089
C  1.036  3.525  0.486  -0.183
C  0.064  4.517  0.488  -0.119
C  -1.273  4.143  0.489  -0.217
C  -1.606  2.795  0.489  0.080
N  -0.681  1.839  0.477  -0.503
H  2.094  3.744  0.488  0.262
H  0.349  5.557  0.487  0.245
H  -2.058  4.884  0.484  0.249
H  -2.641  2.471  0.492  0.227
N  -2.573  -0.146  0.410  -0.774
C  -3.726  -0.445  0.520  0.787
N  -4.921  -0.612  0.597  -0.518
C  -5.909  -1.393  0.865  0.397
N  -6.827  -2.048  1.083  -0.283
S  -0.756  -2.593  0.475  -0.169
C  0.813  -2.682  -0.218  0.124
N  0.913  -2.618  -1.565  -0.471
C  2.087  -2.661  -2.221  0.070
C  3.258  -2.776  -1.522  -0.246
C  3.206  -2.871  -0.123  -0.076
C  1.993  -2.843  0.524  -0.244
H  0.039  -2.531  -2.086  0.445
H  2.050  -2.600  -3.298  0.241
H  4.201  -2.799  -2.041  0.255
H  4.119  -2.967  0.443  0.248
H  1.921  -2.910  1.599  0.258

Force components x, y, z for each atom (eV/Å):
-1.45 -1.72 0.40
-0.57 -0.16 0.00
1.71 2.23 0.00
5.16 -0.78 -0.29
0.50 0.42 -0.03
-0.21 -0.36 -0.01
-0.08 -0.24 0.02
0.10 -0.12 -0.02
-0.37 0.31 0.00
0.38 0.87 0.10
0.03 -0.04 -0.01
-0.01 0.13 0.01
-0.04 0.01 0.02
0.11 0.01 0.00
-4.04 0.52 -0.15
-2.11 -0.28 0.08
1.81 1.13 -0.36
-0.76 -0.74 0.20
-0.35 -0.27 0.11
-0.35 -0.46 0.20
0.34 -0.43 0.02
-0.04 -0.02 0.16
0.48 0.00 -0.11
-0.13 0.01 0.12
-0.19 -0.01 -0.28
-0.20 0.09 -0.29
0.29 -0.08 0.19
-0.07 0.00 -0.02
0.03 0.00 -0.11
0.09 -0.01 0.05
-0.05 0.00 -0.02

Output
total charge	+1
E_HOMO (spin up / spin down)	-0.449 / -0.467	Eh
calculated total energy	-2267.02584	Eh
spin multiplicity	3
frontier orbital gap (spin up / spin down)	8.0 / 8.8	eV

# 3
The following is a quantum chemistry calculation of one molecule with the formula C2H3NO2S at a distorted geometry, from OMol25.

Last column: natural (NBO) charge in e.
Positions of all 9 atoms, in Å:
O  -0.892  0.940  2.329  -0.641
C  -0.422  1.635  1.153  0.619
O  0.005  1.018  0.117  -0.489
C  -0.376  -0.425  -0.018  0.345
N  0.130  -1.333  -0.797  -0.551
S  1.712  -1.328  -1.683  0.151
H  -0.162  2.672  0.894  0.171
H  -1.427  -0.703  0.525  0.242
H  1.431  -2.476  -2.519  0.154

Force components x, y, z for each atom (eV/Å):
2.81 5.07 -7.67
-2.12 -3.83 7.59
0.06 -3.83 -1.77
-1.27 -1.92 -1.16
0.46 2.20 1.33
-2.15 -0.79 -0.02
-0.82 0.33 1.46
2.93 1.10 -1.25
0.11 1.67 1.49

Output
total charge	0
E_HOMO	-0.358	Eh
calculated total energy	-681.29562	Eh
energy relative to the best compared isomer or geometry (same formula, charge and spin)	4.454	eV
frontier orbital gap	9.8	eV

# 4
The following is a quantum chemistry calculation of C27H19AsBr2NNiO2Se as an isolated structure, from OMol25.

Last column: Mulliken spin population.
Positions of all 54 atoms, in Å:
Ni  1.241  -1.191  -1.569  1.530
Br  -2.396  2.007  -3.401  0.000
C  -2.284  0.118  -3.419  0.005
C  -3.321  -0.613  -4.013  0.002
C  -3.308  -1.980  -4.036  -0.003
Br  -4.752  -2.909  -4.853  0.000
C  -2.233  -2.695  -3.454  0.007
C  -2.113  -4.102  -3.387  -0.008
C  -1.025  -4.667  -2.784  0.002
C  -0.029  -3.837  -2.238  -0.013
N  -0.124  -2.532  -2.292  0.054
C  -1.193  -1.945  -2.875  -0.025
C  -1.174  -0.489  -2.823  0.014
O  -0.207  0.108  -2.258  0.053
H  -4.148  -0.076  -4.457  0.000
H  -2.892  -4.718  -3.817  -0.001
H  -0.915  -5.741  -2.725  0.000
H  0.870  -4.230  -1.779  0.007
Se  3.381  -1.571  -2.017  0.371
O  0.471  -1.220  0.395  0.019
As  0.637  0.259  1.147  -0.012
C  -0.904  0.524  2.265  0.002
C  -1.067  1.635  3.086  -0.001
C  -2.209  1.759  3.860  0.000
C  -3.189  0.775  3.811  0.000
C  -3.026  -0.329  2.989  0.001
C  -1.882  -0.460  2.212  0.001
C  0.794  1.808  0.040  0.000
C  1.949  1.952  -0.722  -0.010
C  2.052  3.022  -1.597  -0.011
C  1.020  3.943  -1.698  0.001
C  -0.127  3.798  -0.932  -0.001
C  -0.248  2.722  -0.066  -0.001
C  2.237  0.199  2.193  0.001
C  3.044  -0.917  2.012  0.000
C  4.245  -0.997  2.707  -0.004
C  4.624  0.021  3.567  0.002
C  3.818  1.142  3.730  -0.001
C  2.625  1.238  3.032  0.003
H  -0.314  2.413  3.117  0.000
H  -2.338  2.625  4.497  0.000
H  -4.084  0.875  4.412  0.000
H  -3.794  -1.091  2.947  0.000
H  -1.735  -1.312  1.558  0.001
H  2.743  1.211  -0.685  0.014
H  2.934  3.111  -2.218  0.001
H  1.101  4.767  -2.396  0.000
H  -0.943  4.502  -1.033  0.000
H  -1.165  2.589  0.495  0.000
H  2.754  -1.680  1.299  -0.001
H  4.893  -1.850  2.554  0.001
H  5.563  -0.046  4.102  0.000
H  4.128  1.946  4.386  0.000
H  2.016  2.129  3.133  0.000

Force components x, y, z for each atom (eV/Å):
0.23 -0.27 -0.20
0.01 0.05 0.00
-0.10 -0.06 -0.06
0.02 0.08 0.01
0.10 -0.02 0.05
-0.04 -0.02 -0.02
-0.10 -0.04 -0.05
-0.05 0.01 -0.04
0.09 0.04 0.06
-0.03 -0.02 -0.15
-0.15 -0.05 0.11
0.08 0.04 0.12
0.02 -0.07 0.07
-0.11 0.08 0.04
0.00 0.01 0.00
0.01 0.00 0.00
0.00 -0.01 -0.01
-0.01 -0.01 0.02
0.12 0.13 0.21
-0.23 0.51 0.03
0.04 -0.37 -0.25
0.02 -0.04 0.05
0.00 0.01 0.03
-0.02 -0.02 -0.01
0.02 0.05 0.02
-0.02 -0.05 -0.03
-0.03 0.03 0.03
-0.08 0.08 -0.04
0.10 0.01 -0.01
-0.01 -0.02 0.02
0.00 0.00 -0.01
0.01 -0.02 0.00
0.00 0.02 -0.05
0.07 -0.05 0.03
0.04 0.05 0.01
0.00 -0.03 -0.02
0.00 0.03 0.02
0.01 -0.01 -0.01
0.03 -0.02 0.03
0.01 0.00 -0.02
0.00 0.00 0.00
-0.01 0.00 0.00
0.00 0.00 0.00
0.01 0.01 0.00
-0.05 -0.02 0.01
0.01 0.01 0.00
0.00 0.01 0.00
-0.01 0.01 0.00
0.01 -0.03 0.01
0.01 0.01 0.00
-0.01 0.00 -0.01
0.01 0.00 0.00
0.00 0.00 0.00
-0.02 0.00 0.00

Output
total charge	-1
E_HOMO (spin up / spin down)	-0.113 / -0.114	Eh
calculated total energy	-12539.15879	Eh
spin multiplicity	3
frontier orbital gap (spin up / spin down)	5.5 / 5.5	eV

Q: The lowest calculated total energy belongs to which entry?
A: C27H19AsBr2NNiO2Se